1.
The following is a DFT calculation (the ωB97M-V functional and the def2-TZVPD basis) of an isolated molecule of C13H17NO2S at a distorted geometry.

Its total energy is -30166.5342 eV. The highest occupied orbital energy is -8.64 eV. The energy above the lowest of the compared OMol25 structures with the same formula, charge and spin comes out at 11.678 eV. For the HOMO-LUMO gap, the calculation gives 0.33306 Ha. The SMILES is CSc1ccccc1C(=O)NC[C@@H]1CCCO1.

The geometry in ORCA input format:
```
! RIJCOSX wB97M-V def2-TZVPD def2/J DEFGRID3
* xyz 0 1
C 2.27 2.53 0.73
S 2.02 1.53 -1.12
C 2.04 -0.09 -0.41
C 3.02 -0.90 -0.83
C 3.24 -2.08 -0.75
C 2.36 -2.62 0.23
C 1.44 -1.93 0.85
C 1.15 -0.36 0.48
C -0.05 0.27 0.97
O -0.16 -0.03 2.15
N -0.70 0.91 0.21
C -2.01 1.46 0.64
C -3.06 0.81 -0.04
C -3.39 -0.65 0.66
C -3.78 -1.55 -0.20
C -2.87 -0.97 -1.56
O -3.00 0.57 -1.40
H 3.36 2.27 1.03
H 1.60 2.31 1.31
H 2.21 3.56 0.43
H 3.76 -0.45 -1.74
H 4.09 -2.65 -1.04
H 2.51 -3.70 0.51
H 0.74 -2.18 1.55
H -0.51 0.76 -0.94
H -1.94 1.42 1.66
H -1.98 2.43 0.14
H -4.09 1.38 0.26
H -4.22 -0.49 1.68
H -2.41 -0.82 1.27
H -3.42 -2.46 -0.42
H -4.75 -1.61 -0.49
H -3.38 -1.41 -2.52
H -1.98 -1.35 -1.43
*
```



2.
The following is a DFT calculation (the ωB97M-V functional and the def2-TZVPD basis) of the ion C13H18B2N2O3 with charge +2 at a distorted geometry.

Its total energy is -24220.6950 eV. The highest occupied orbital energy is -16.05 eV. For the HOMO-LUMO gap, the calculation gives 0.29046 Ha.

The geometry in ORCA input format:
```
! RIJCOSX wB97M-V def2-TZVPD def2/J DEFGRID3
* xyz 2 1
C -5.49 0.66 3.06
C -4.18 -0.33 2.81
O -4.17 -1.53 3.65
B -2.82 -2.19 3.63
O -2.46 -3.23 4.66
N -1.76 -1.78 2.58
C -1.87 -2.18 1.11
C -0.74 -1.66 0.03
C 0.52 -0.68 0.57
C 1.57 -0.18 -0.58
C 2.84 -1.02 -1.19
C 3.74 -0.27 -2.37
N 3.43 1.12 -2.93
B 4.25 1.80 -4.04
C 3.44 2.00 -5.49
O 5.65 2.29 -3.82
C 2.23 1.94 -2.42
C 1.27 1.34 -1.22
C 0.60 -0.32 2.18
C -0.62 -0.91 3.14
H -5.21 1.69 2.53
H -5.65 0.93 4.20
H -6.47 0.28 2.53
H -3.23 0.38 2.98
H -4.27 -0.69 1.68
H -3.30 -3.70 4.97
H -2.75 -2.85 0.68
H -0.86 -1.97 -1.10
H 3.09 -2.10 -0.78
H 4.65 -0.90 -2.79
H 2.27 1.81 -5.35
H 3.92 1.22 -6.26
H 3.55 3.09 -5.90
H 5.64 3.28 -4.05
H 1.94 3.01 -2.84
H 0.34 1.95 -0.79
H 1.49 0.34 2.61
H -0.58 -0.63 4.30
*
```



3.
The following is a DFT calculation (the ωB97M-V functional and the def2-TZVPD basis) of a structure of composition C13H18BrN2PS.

Its total energy is -106920.1537 eV. The highest occupied orbital energy is -8.78 eV. For the HOMO-LUMO gap, the calculation gives 0.30400 Ha.

The geometry in ORCA input format:
```
! RIJCOSX wB97M-V def2-TZVPD def2/J DEFGRID3
* xyz 0 1
C -3.98 -0.39 -1.55
C -2.47 -0.18 -1.48
P -1.56 -1.74 -1.13
C -1.93 -1.94 0.66
C -1.11 -3.07 1.30
C 0.14 -1.05 -1.06
C 0.49 -0.06 -0.07
C 1.73 0.50 0.02
C 2.13 1.51 1.06
C 1.00 2.36 1.61
C 1.43 3.75 2.05
Br 0.15 1.45 3.14
C 2.69 0.06 -0.93
N 3.96 0.47 -1.01
S 4.60 -0.27 -2.27
N 3.38 -1.21 -2.72
C 2.35 -0.91 -1.92
C 1.05 -1.47 -1.96
H -4.48 0.55 -1.80
H -4.24 -1.12 -2.31
H -4.37 -0.71 -0.59
H -2.24 0.59 -0.73
H -2.08 0.18 -2.43
H -3.00 -2.15 0.71
H -1.78 -1.01 1.20
H -0.57 -3.66 0.56
H -0.38 -2.66 1.99
H -1.75 -3.73 1.87
H -0.27 0.24 0.64
H 2.62 0.98 1.88
H 2.88 2.17 0.63
H 0.19 2.44 0.90
H 2.05 3.71 2.94
H 0.56 4.36 2.27
H 1.98 4.22 1.23
H 0.81 -2.23 -2.70
*
```



4.
The following is a DFT calculation (the ωB97M-V functional and the def2-TZVPD basis) of a cluster of 2 separate species, C13H18ClNO8P in total at a distorted geometry.

Its total energy is -53452.6084 eV. The highest occupied orbital energy is -4.63 eV. For the HOMO-LUMO gap, the calculation gives 0.18298 Ha.

The geometry in ORCA input format:
```
! RIJCOSX wB97M-V def2-TZVPD def2/J DEFGRID3
* xyz -1 1
C 3.26 0.93 1.82
C 4.41 0.47 0.76
C 3.75 -0.04 -0.60
O 3.25 -1.43 -0.50
C 2.03 -1.50 -1.24
C 2.06 -1.39 -2.66
O 3.22 -1.21 -3.43
C 0.67 -1.52 -3.43
O 0.69 -2.05 -4.56
C -0.67 -1.02 -2.71
P -2.06 -0.30 -3.77
O -1.59 -0.36 -5.43
Cl -2.12 1.81 -3.37
C -0.72 -1.15 -1.28
C -2.01 -0.74 -0.44
C -2.10 0.84 -0.09
C -2.78 0.91 1.39
N -2.87 2.32 1.88
C 0.59 -1.75 -0.56
O 0.51 -2.41 0.52
H 3.04 0.11 2.60
H 3.57 1.89 2.37
H 2.33 1.18 1.20
H 5.10 -0.34 1.21
H 5.04 1.40 0.54
H 2.86 0.61 -0.91
H 4.47 -0.04 -1.50
H 3.00 -1.13 -4.39
H -1.02 0.42 -5.64
H -1.95 -1.29 0.57
H -2.96 -1.02 -0.99
H -1.11 1.39 -0.14
H -2.91 1.28 -0.79
H -3.87 0.52 1.31
H -2.26 0.22 2.15
H -1.89 2.68 1.79
H -3.12 2.37 2.89
C -3.49 0.09 4.98
O -4.03 -0.66 5.84
O -2.16 -0.18 4.85
O -3.97 0.99 4.26
H -2.19 -0.89 5.53
*
```



- Which of these has the lowest highest occupied orbital energy?
  C13H18B2N2O3



Repeat the third record exactly.
The following is a DFT calculation (the ωB97M-V functional and the def2-TZVPD basis) of a structure of composition C13H18BrN2PS.

Its total energy is -106920.1537 eV. The highest occupied orbital energy is -8.78 eV. For the HOMO-LUMO gap, the calculation gives 0.30400 Ha.

The geometry in ORCA input format:
```
! RIJCOSX wB97M-V def2-TZVPD def2/J DEFGRID3
* xyz 0 1
C -3.98 -0.39 -1.55
C -2.47 -0.18 -1.48
P -1.56 -1.74 -1.13
C -1.93 -1.94 0.66
C -1.11 -3.07 1.30
C 0.14 -1.05 -1.06
C 0.49 -0.06 -0.07
C 1.73 0.50 0.02
C 2.13 1.51 1.06
C 1.00 2.36 1.61
C 1.43 3.75 2.05
Br 0.15 1.45 3.14
C 2.69 0.06 -0.93
N 3.96 0.47 -1.01
S 4.60 -0.27 -2.27
N 3.38 -1.21 -2.72
C 2.35 -0.91 -1.92
C 1.05 -1.47 -1.96
H -4.48 0.55 -1.80
H -4.24 -1.12 -2.31
H -4.37 -0.71 -0.59
H -2.24 0.59 -0.73
H -2.08 0.18 -2.43
H -3.00 -2.15 0.71
H -1.78 -1.01 1.20
H -0.57 -3.66 0.56
H -0.38 -2.66 1.99
H -1.75 -3.73 1.87
H -0.27 0.24 0.64
H 2.62 0.98 1.88
H 2.88 2.17 0.63
H 0.19 2.44 0.90
H 2.05 3.71 2.94
H 0.56 4.36 2.27
H 1.98 4.22 1.23
H 0.81 -2.23 -2.70
*
```



- What is the highest occupied orbital energy in the third record?
  -8.78 eV



- highest occupied orbital energy of number 3 (C13H18BrN2PS)?
  -8.78 eV